DFT (ωB97M-V/def2-TZVPD) results for a 2-piece molecular cluster, C6H14O3 overall.

Properties
LUMO energy: 0.030 hartree
relative energy (zero: lowest compared OMol25 entry of this formula, charge and spin): 1.150 eV

```
! RIJCOSX wB97M-V def2-TZVPD def2/J DEFGRID3
* xyz 0 1
H -0.56754 -2.10616 0.99744
H 0.29739 2.70182 1.28579
H -1.50519 -3.57463 0.64460
C 0.18518 2.27501 0.28034
C 1.78583 0.44419 0.96015
C 0.41356 0.75302 0.36984
H 1.10556 0.69416 -1.67372
O -0.54661 0.19904 1.22575
H 0.88284 3.76407 -0.77638
H 1.81075 0.76630 1.99890
O 1.12196 2.84715 -0.60501
C 0.32960 0.17956 -1.11740
C -1.88926 -1.99244 -0.67701
H -0.63360 0.42016 -1.56417
H 0.57313 -0.87811 -1.16492
H 2.55403 0.97157 0.40324
H -0.13562 -3.16980 -0.37872
H -1.39344 0.07957 0.73598
H 1.97770 -0.62492 0.92149
O -2.47018 -0.97763 -0.36479
H -0.84647 2.45228 -0.05690
C -0.95109 -2.74826 0.20425
H -2.09853 -2.47597 -1.64873
*
```



DFT (ωB97M-V/def2-TZVPD) results for C6H14O3 as an isolated structure.

Properties
LUMO energy (spin up / spin down): 0.027 / 0.027 hartree
relative energy (zero: lowest compared OMol25 entry of this formula, charge and spin): 4.964 eV

```
! RIJCOSX wB97M-V def2-TZVPD def2/J DEFGRID3
* xyz 0 1
H -0.32555 2.24711 -0.67260
C 2.43226 -0.51594 -0.82122
H 1.93605 -0.13364 1.23455
C -0.23130 1.98343 0.38086
C -0.64931 -0.41205 -0.41306
H 3.35127 -1.11977 -0.70506
C -0.61359 0.54733 0.62910
H -0.87615 2.65703 0.94945
H -2.90904 1.18581 -0.34852
O -0.99785 -1.68554 -0.23754
O 1.27988 -2.00481 0.76201
C -2.60855 0.60511 0.52009
H 1.85839 -2.64446 0.31245
O -0.76848 0.00508 -1.68880
H -1.23158 -0.67881 -2.19412
H -0.27495 -2.10672 0.33708
H 2.75559 0.51881 -0.96046
H 1.96033 -0.86940 -1.74484
H -0.50416 0.14202 1.62324
H -3.08146 -0.37446 0.55632
H -2.80999 1.12273 1.45635
C 1.50209 -0.61912 0.35450
H 0.80609 2.15026 0.67026
*
```



DFT (ωB97M-V/def2-TZVPD) results for a 5-piece molecular cluster, C6H14O5 overall.

Properties
LUMO energy: 0.018 hartree
relative energy (zero: lowest compared OMol25 entry of this formula, charge and spin): 0.619 eV

```
! RIJCOSX wB97M-V def2-TZVPD def2/J DEFGRID3
* xyz 0 1
H -0.11382 2.03301 1.43931
H 2.25590 -2.17577 0.75867
H 1.82458 -0.07329 -2.31863
H -3.05889 1.23348 -2.29408
H 1.62776 1.37857 -0.26987
C -0.47834 -1.42268 -0.50923
C -1.21130 0.08968 1.32769
H 2.96966 -0.90380 1.15839
H -0.98263 1.75298 -3.44206
O -2.27759 1.00393 -1.92968
O 1.43621 -0.84521 -1.77856
H -0.33815 1.78019 -2.12380
H -1.80809 0.14067 2.16196
H -2.11446 -1.78985 0.79715
H 1.30914 0.35511 2.86460
H 0.78550 -1.07695 3.64472
C -0.23195 0.97735 0.96794
C -1.38845 -1.00075 0.45019
C 0.75455 0.74347 -0.06047
O 2.26507 -1.59207 1.47342
H -2.28802 0.57738 -1.04119
O -0.12259 1.84574 -3.12114
C 0.58218 -0.47491 -0.77720
O 1.04650 -0.12342 3.61172
H -0.44278 -2.43285 -0.98984
*
```